Entry 1:
Formula: C3H11NO2
Source: the Open Molecules 2025 dataset
Level of theory: ωB97M-V/def2-TZVPD

Geometry as ORCA input:
```
! RIJCOSX wB97M-V def2-TZVPD def2/J DEFGRID3
* xyz 0 1
C 2.102 -0.986 -1.373
C 1.356 -1.222 -0.313
C -0.184 -1.109 -0.371
N -0.910 -1.781 0.667
H 3.183 -1.014 -1.462
H 1.664 -0.855 -2.361
H 1.718 -1.506 0.673
H -0.391 -0.049 -0.499
H -0.383 -1.595 -1.332
H -0.805 -1.336 1.556
H -0.918 -2.781 0.575
O -0.654 1.700 1.827
H -1.097 2.558 1.883
H 0.274 1.968 1.878
O -1.040 2.427 -0.865
H -0.811 2.162 0.041
H -1.899 2.041 -1.073
*
```

The electronic energy comes out at -8873.301 eV. The value obtained for the orbital gap is 9.362 eV. As for the SMILES: C=CCN.O.O. As for the LUMO energy: 0.52 eV.

Entry 2:
Formula: C37H97N9O12
Source: the Open Molecules 2025 dataset
Level of theory: ωB97M-V/def2-TZVPD

Geometry as ORCA input:
```
! RIJCOSX wB97M-V def2-TZVPD def2/J DEFGRID3
* xyz 0 1
C -7.120 2.486 2.080
O -5.905 1.996 1.441
C -4.955 1.462 2.289
C -3.839 0.738 1.505
C -4.295 -0.633 0.915
N -2.736 0.500 2.429
H -7.656 3.016 1.297
H -6.828 3.189 2.829
H -7.826 1.705 2.403
H -4.475 2.314 2.848
H -5.371 0.716 2.931
H -3.475 1.405 0.705
H -3.472 -1.172 0.361
H -5.158 -0.471 0.239
H -4.680 -1.303 1.700
H -2.274 1.322 2.801
H -2.000 -0.129 2.081
C -0.240 -2.072 -0.030
O -0.887 -0.860 -0.094
C 0.002 0.099 -0.653
C -0.635 1.461 -0.927
C -1.775 1.340 -1.926
N 0.469 2.303 -1.386
H 0.627 -2.032 0.666
H 0.185 -2.389 -1.024
H -0.880 -2.923 0.288
H 0.798 0.187 0.087
H 0.361 -0.265 -1.633
H -0.982 1.865 0.031
H -2.162 2.345 -2.130
H -2.662 0.844 -1.511
H -1.422 0.840 -2.827
H 0.230 3.290 -1.276
H 0.543 2.192 -2.384
C 1.173 -0.225 3.432
O 0.530 0.961 3.859
C -0.396 0.802 4.979
C -1.035 2.163 5.373
C -2.193 1.810 6.264
N -1.563 2.836 4.136
H 2.224 -0.028 3.074
H 0.565 -0.791 2.676
H 1.223 -0.906 4.240
H -1.172 0.070 4.644
H 0.170 0.431 5.844
H -0.319 2.771 5.933
H -1.979 1.076 7.117
H -2.945 1.236 5.719
H -2.604 2.723 6.641
H -2.270 3.515 4.490
H -0.902 3.422 3.635
C -1.994 -9.900 7.891
O -0.786 -9.072 8.102
C -0.907 -7.931 7.297
C -0.592 -8.107 5.761
N -0.951 -6.882 5.054
C -1.047 -6.992 3.609
C -0.634 -5.716 2.956
O 0.670 -5.434 3.338
C 1.184 -4.244 2.726
H -1.937 -10.598 8.728
H -1.911 -10.402 6.903
H -2.961 -9.372 7.920
H -0.127 -7.256 7.714
H -1.928 -7.493 7.322
H -1.187 -8.932 5.442
H 0.447 -8.438 5.532
H -0.241 -6.164 5.236
H -2.079 -7.253 3.361
H -0.420 -7.840 3.171
H -1.257 -4.866 3.140
H -0.636 -5.916 1.872
H 0.514 -3.392 2.801
H 1.468 -4.366 1.687
H 2.073 -3.884 3.224
C -3.595 5.005 1.274
O -2.940 5.729 0.314
C -1.514 5.698 0.467
C -0.914 6.257 -0.826
N -1.014 5.261 -1.862
C -0.622 5.743 -3.203
C -0.745 4.774 -4.310
O 0.327 3.821 -4.289
C 0.256 2.736 -5.195
H -3.402 3.940 1.216
H -4.667 5.184 1.177
H -3.242 5.236 2.265
H -1.265 4.646 0.497
H -1.146 6.172 1.418
H 0.144 6.467 -0.655
H -1.287 7.253 -1.109
H -2.035 5.057 -1.906
H 0.434 6.027 -3.177
H -1.223 6.580 -3.586
H -0.599 5.338 -5.278
H -1.742 4.257 -4.353
H 1.316 2.417 -5.199
H -0.062 3.039 -6.234
H -0.347 1.920 -4.789
C 3.764 4.484 -3.470
O 4.201 3.220 -3.018
C 4.283 2.293 -4.051
C 4.757 0.981 -3.529
N 3.694 0.371 -2.680
C 4.257 -0.813 -2.001
C 3.315 -1.381 -0.952
O 3.092 -0.409 0.116
C 4.182 -0.331 0.987
H 3.533 5.051 -2.595
H 2.891 4.421 -4.138
H 4.610 4.916 -4.043
H 5.071 2.666 -4.779
H 3.296 2.129 -4.533
H 5.745 1.097 -3.043
H 4.989 0.211 -4.254
H 3.317 1.054 -2.004
H 5.243 -0.645 -1.509
H 4.442 -1.580 -2.793
H 3.848 -2.151 -0.481
H 2.319 -1.692 -1.367
H 4.286 -1.212 1.662
H 4.111 0.561 1.625
H 5.116 -0.164 0.442
C 6.077 -2.667 -5.861
O 4.891 -2.234 -5.102
C 3.702 -2.737 -5.628
C 2.526 -2.159 -4.822
N 1.263 -2.397 -5.461
C 0.224 -2.155 -4.469
C -1.138 -1.929 -5.059
O -1.125 -0.676 -5.692
C -2.340 -0.133 -6.121
H 6.855 -2.651 -5.044
H 6.408 -1.986 -6.667
H 5.853 -3.680 -6.262
H 3.736 -3.856 -5.489
H 3.625 -2.444 -6.691
H 2.830 -1.125 -4.584
H 2.435 -2.763 -3.896
H 1.102 -1.710 -6.164
H 0.414 -1.249 -3.899
H 0.195 -2.942 -3.692
H -1.890 -2.024 -4.288
H -1.361 -2.755 -5.746
H -3.069 -0.309 -5.344
H -2.685 -0.588 -7.081
H -2.366 0.941 -6.275
N 1.972 4.680 0.627
C 1.324 3.974 1.670
N 1.437 2.596 1.554
O 0.600 4.546 2.568
H 2.148 5.644 0.744
H 2.556 4.145 0.002
H 1.560 2.190 0.650
H 0.986 2.032 2.304
*
```

The electronic energy comes out at -77915.953 eV. The value obtained for the orbital gap is 8.873 eV. As for the SMILES: COC[C@H](C)N.COC[C@H](C)N.COC[C@H](C)N.COCCNCCOC.COCCNCCOC.COCCNCCOC.COCCNCCOC.NC(N)=O. As for the LUMO energy: 0.64 eV.